# 1
{
  "formula": "C30H72BBeBrClF5INNaNbO10P",
  "method": "wB97M-V/def2-TZVPD",
  "species": ["C", "C", "C", "C", "C", "C", "Nb", "C", "C", "C", "N", "C", "C", "C", "F", "C", "C", "C", "I", "C", "O", "C", "C", "O", "C", "C", "P", "O", "H", "H", "H", "H", "H", "H", "H", "H", "H", "H", "H", "H", "H", "H", "H", "H", "H", "H", "H", "H", "H", "H", "H", "H", "H", "H", "H", "H", "H", "H", "H", "H", "H", "H", "H", "H", "H", "H", "H", "H", "H", "H", "H", "H", "H", "H", "O", "H", "H", "H", "B", "F", "F", "F", "F", "Na", "C", "C", "O", "C", "C", "H", "H", "H", "H", "H", "H", "H", "H", "H", "H", "Be", "O", "H", "C", "O", "C", "O", "O", "C", "H", "H", "H", "H", "H", "H", "C", "C", "O", "C", "H", "H", "H", "H", "H", "H", "Br", "Cl"],
  "xyz": [[0.03, -4.51, 3.32], [-1.18, -3.71, 4.10], [-1.78, -2.61, 3.01], [-0.80, -1.30, 2.84], [-0.79, -0.88, 1.24], [0.70, -0.76, 0.58], [1.12, 1.18, -0.53], [3.33, 1.01, 0.17], [4.19, -0.08, -0.70], [5.63, -0.45, 0.07], [5.78, -1.99, 0.09], [-1.00, 1.36, -1.35], [-1.64, -0.04, -1.94], [-2.29, 0.10, -3.44], [-2.72, -1.26, -3.93], [1.70, 3.24, -1.42], [0.59, 4.41, -1.15], [1.08, 5.55, -0.04], [-0.69, 6.22, 1.15], [0.57, 2.35, 1.40], [1.78, 2.93, 2.06], [1.69, 2.58, 3.51], [2.70, 3.54, 4.44], [1.94, 3.86, 5.66], [2.73, 3.71, 6.88], [3.01, 5.24, 7.46], [1.74, -0.04, -2.73], [1.66, -1.62, -2.55], [-0.27, -4.74, 2.21], [0.36, -5.51, 3.85], [0.95, -3.76, 3.27], [-0.73, -3.16, 5.03], [-2.02, -4.44, 4.50], [-1.92, -3.22, 2.00], [-2.85, -2.21, 3.29], [-1.25, -0.39, 3.46], [0.30, -1.54, 3.19], [-1.43, -1.64, 0.57], [-1.38, 0.15, 1.18], [0.92, -1.75, -0.05], [1.47, -0.81, 1.49], [3.41, 0.70, 1.31], [3.90, 2.05, 0.08], [4.51, 0.36, -1.75], [3.65, -1.12, -0.84], [6.56, -0.07, -0.57], [5.68, -0.01, 1.17], [5.67, -2.34, -0.90], [4.91, -2.32, 0.58], [-1.73, 1.90, -0.58], [-0.95, 2.11, -2.28], [-0.87, -0.94, -1.86], [-2.53, -0.33, -1.21], [-1.51, 0.59, -4.19], [-3.29, 0.72, -3.33], [1.95, 3.12, -2.58], [2.72, 3.60, -0.93], [-0.46, 4.04, -0.79], [0.43, 5.01, -2.15], [1.47, 6.51, -0.61], [1.92, 5.15, 0.68], [-0.26, 3.15, 1.19], [0.12, 1.58, 2.17], [2.00, 1.45, 3.70], [0.60, 2.74, 3.95], [3.67, 2.91, 4.60], [2.87, 4.51, 3.78], [2.03, 3.14, 7.67], [3.71, 3.08, 6.77], [3.01, 5.95, 6.52], [2.19, 5.55, 8.24], [4.11, 5.26, 7.92], [2.98, 0.41, -3.30], [0.70, 0.29, -3.71], [-4.75, -0.31, 0.23], [-5.66, -0.39, -0.16], [-4.61, -0.96, 0.96], [-4.56, 0.62, 0.52], [-4.52, 5.55, -0.99], [-4.28, 6.64, -0.06], [-3.56, 5.62, -2.08], [-4.36, 4.28, -0.30], [-5.86, 5.65, -1.53], [-5.06, 0.60, -2.90], [-3.47, -2.73, -6.77], [-4.99, -2.83, -6.79], [-5.64, -1.59, -7.06], [-5.33, -0.98, -8.31], [-5.70, -1.84, -9.51], [-3.15, -1.99, -6.03], [-3.03, -3.70, -6.53], [-3.07, -2.42, -7.74], [-5.33, -3.15, -5.80], [-5.33, -3.59, -7.50], [-4.28, -0.68, -8.34], [-5.91, -0.05, -8.36], [-5.14, -2.78, -9.53], [-5.48, -1.30, -10.44], [-6.76, -2.09, -9.50], [-3.07, -1.98, -9.68], [0.44, 6.49, -3.62], [0.26, 7.28, -4.10], [-1.92, -5.85, 7.69], [-2.72, -7.01, 7.94], [-3.80, -7.12, 7.12], [-4.11, -6.34, 6.23], [-4.47, -8.25, 7.46], [-5.63, -8.50, 6.68], [-1.08, -5.86, 8.40], [-1.51, -5.88, 6.68], [-2.50, -4.94, 7.85], [-5.37, -8.63, 5.63], [-6.36, -7.69, 6.80], [-6.09, -9.43, 7.04], [8.17, 0.71, -3.89], [8.10, 1.78, -2.84], [7.31, 1.71, -1.90], [9.04, 2.95, -2.98], [7.44, -0.07, -3.66], [7.93, 1.14, -4.87], [9.16, 0.26, -3.91], [8.84, 3.48, -3.92], [10.07, 2.61, -2.95], [8.88, 3.65, -2.15], [-4.57, -2.83, -2.41], [2.99, -1.05, 0.90]],
  "mulliken_charge": [-0.7907, -0.2837, -0.4973, -0.3748, 0.1420, -0.4580, -1.2304, -0.2223, -0.5069, 0.1233, -0.8168, -0.4452, 0.4652, -0.0427, -0.2055, -0.4074, 0.2747, -0.8652, -0.0341, 0.2065, -0.2352, -0.2426, -0.4458, -0.3079, -0.2590, -0.7874, 0.7167, -0.7293, 0.2546, 0.2870, 0.1431, 0.2262, 0.1040, 0.2694, 0.1488, 0.2633, 0.2294, 0.4071, -0.2261, 0.4678, 0.1371, 0.3651, 0.2195, 0.0501, 0.5244, 0.0250, 0.1854, 0.2815, 0.3954, 0.0527, 0.3715, 0.0040, -0.2228, 0.3076, -0.3074, 0.3174, 0.2224, -0.0508, 0.0498, 0.4718, 0.2928, 0.0605, 0.0628, 0.0757, 0.3270, 0.2651, 0.1836, 0.2379, 0.2679, 0.2439, 0.2376, 0.2692, 0.0073, -0.0957, -0.4515, 0.4044, 0.4061, 0.4829, 0.6293, -0.4015, -0.3866, -0.4075, -0.4096, 0.8132, -0.1714, -0.2983, -0.4109, -0.1711, -1.2172, 0.0150, 0.3876, -0.2613, 0.3369, 0.2857, 0.2142, 0.2951, 0.2977, 0.3663, 0.3428, -0.0098, -0.8353, 0.1682, -0.5167, -0.3076, 0.7606, -0.5417, -0.3145, -0.6099, 0.2613, 0.1928, 0.2820, 0.2918, 0.2837, 0.2191, -1.0416, 0.8217, -0.4940, -1.1764, 0.2336, 0.3359, 0.3262, 0.3482, 0.3381, 0.2825, -0.7593, -0.3797],
  "total_charge": -1,
  "homo_lumo_gap_ev": 2.00,
  "homo_energy_ev": -3.873
}

# 2
{
  "formula": "C4H5NOS",
  "method": "wB97M-V/def2-TZVPD",
  "species": ["C", "C", "C", "C", "H", "H", "H", "H", "H", "N", "O", "S"],
  "xyz": [[-1.82, 0.59, -0.09], [-0.86, -0.27, -0.94], [1.31, -0.40, 0.97], [1.42, 0.92, 0.15], [-2.22, 1.39, -0.92], [-0.45, 0.62, -1.58], [-1.57, -0.59, -1.75], [1.05, -0.29, 2.20], [2.36, -1.24, 0.92], [1.66, 1.86, -0.53], [-2.03, 0.52, 1.06], [0.32, -1.38, -0.26]],
  "mulliken_charge": [0.2373, -0.7661, -0.3291, 0.2153, 0.1962, 0.3937, 0.4041, 0.2927, 0.2892, -0.4205, -0.4127, -0.1002],
  "total_charge": 0,
  "homo_lumo_gap_ev": 9.72,
  "homo_energy_ev": -9.450
}

# 3
{
  "formula": "C31H24Br2HgIN3OS3",
  "method": "wB97M-V/def2-TZVPD",
  "species": ["Hg", "S", "C", "N", "C", "C", "C", "C", "C", "C", "S", "H", "H", "H", "H", "C", "C", "C", "N", "H", "H", "H", "H", "H", "Br", "C", "C", "C", "C", "C", "N", "H", "H", "H", "H", "C", "C", "O", "S", "C", "C", "C", "C", "C", "C", "C", "C", "H", "H", "H", "H", "H", "H", "H", "Br", "C", "C", "C", "C", "C", "C", "I", "H", "H", "H", "H"],
  "xyz": [[0.55, -0.10, 0.20], [2.93, -0.84, -1.06], [2.44, 0.43, -2.09], [1.31, 1.08, -1.92], [1.16, 2.12, -2.82], [0.09, 3.01, -2.85], [0.07, 4.01, -3.82], [1.10, 4.13, -4.75], [2.18, 3.25, -4.72], [2.20, 2.25, -3.76], [3.39, 1.02, -3.45], [-0.69, 2.92, -2.11], [-0.76, 4.71, -3.84], [1.07, 4.91, -5.49], [2.99, 3.34, -5.44], [-0.02, -1.58, 5.02], [0.87, -0.34, 4.88], [1.69, -0.42, 3.66], [2.20, -0.48, 2.64], [-0.72, -1.44, 5.84], [0.57, -2.47, 5.21], [-0.59, -1.74, 4.10], [1.53, -0.22, 5.74], [0.27, 0.56, 4.80], [-0.85, -2.39, -2.90], [-2.10, -0.99, -2.62], [-3.26, -0.97, -3.39], [-4.11, 0.10, -3.21], [-3.79, 1.08, -2.29], [-2.62, 0.95, -1.57], [-1.77, -0.08, -1.74], [-3.46, -1.76, -4.09], [-5.03, 0.16, -3.79], [-4.43, 1.94, -2.12], [-2.33, 1.67, -0.81], [-2.68, -10.82, -0.62], [-2.55, -9.37, -0.23], [-3.17, -8.49, -0.77], [-1.38, -9.13, 1.11], [-1.11, -7.39, 1.08], [-2.11, -6.49, 1.44], [-1.88, -5.13, 1.37], [-0.64, -4.63, 0.96], [0.37, -5.54, 0.63], [0.14, -6.90, 0.68], [-0.41, -3.21, 0.86], [-0.22, -2.02, 0.74], [-3.68, -11.00, -1.02], [-2.48, -11.49, 0.22], [-1.94, -11.03, -1.40], [-3.07, -6.87, 1.76], [-2.66, -4.43, 1.64], [1.33, -5.15, 0.31], [0.92, -7.60, 0.40], [-3.91, 3.94, 2.54], [-2.91, 5.14, 1.44], [-3.35, 6.45, 1.29], [-2.63, 7.31, 0.47], [-1.49, 6.86, -0.19], [-1.05, 5.55, -0.03], [-1.79, 4.72, 0.80], [-0.30, 2.29, 1.32], [-4.24, 6.79, 1.81], [-2.96, 8.33, 0.35], [-0.94, 7.53, -0.84], [-0.16, 5.18, -0.53]],
  "mulliken_spin": [0.0435, 0.0009, 0.0013, 0.0028, -0.0061, 0.0057, -0.0010, -0.0006, 0.0002, 0.0016, 0.0006, 0.0028, -0.0004, 0.0000, 0.0000, -0.0007, 0.0023, -0.0031, 0.0030, -0.0001, 0.0000, 0.0004, -0.0003, -0.0004, 0.0001, -0.0003, 0.0001, 0.0002, -0.0016, 0.0063, 0.0019, 0.0000, 0.0000, -0.0001, -0.0066, 0.0000, 0.0000, 0.0000, 0.0000, 0.0000, -0.0001, 0.0002, -0.0002, 0.0000, -0.0001, 0.0100, 0.0056, 0.0000, 0.0000, 0.0000, 0.0000, 0.0001, 0.0001, 0.0000, 0.0277, 0.0595, 0.0341, -0.0360, 0.0340, -0.0075, 0.6925, 0.1018, 0.0067, -0.0023, 0.0036, 0.0181],
  "total_charge": -1,
  "homo_lumo_gap_ev": [6.87, 6.63],
  "multiplicity": 2,
  "homo_energy_ev": [-4.757, -4.761]
}

# 4
{
  "formula": "C6H12O",
  "method": "wB97M-V/def2-TZVPD",
  "species": ["C", "C", "C", "C", "O", "C", "C", "H", "H", "H", "H", "H", "H", "H", "H", "H", "H", "H", "H"],
  "xyz": [[1.33, 1.34, 0.21], [0.22, 0.47, -0.47], [0.76, -0.91, -0.80], [-0.49, -1.70, -1.11], [-1.32, -1.38, 0.00], [-1.16, 0.03, 0.17], [-0.99, 0.47, 1.60], [2.02, 1.63, -0.59], [1.00, 2.27, 0.69], [1.95, 0.80, 0.95], [-0.08, 1.05, -1.34], [1.21, -1.33, 0.11], [1.50, -0.87, -1.60], [-0.34, -2.78, -1.16], [-0.94, -1.35, -2.05], [-1.95, 0.46, -0.48], [0.07, 0.40, 1.87], [-1.24, 1.53, 1.67], [-1.53, -0.12, 2.33]],
  "mulliken_charge": [-1.6944, 0.0903, -0.6194, -0.4909, -0.4425, 0.3764, -1.3345, 0.4328, 0.3750, 0.4011, 0.2922, 0.2536, 0.4056, 0.3546, 0.2586, 0.3574, 0.3091, 0.2964, 0.3787],
  "total_charge": 0,
  "homo_lumo_gap_ev": 10.84,
  "homo_energy_ev": -9.729,
  "smiles": "C[C@@H]1OCC[C@@H]1C"
}